Entry 1:
This record from OMol25 describes C24H31IrN3O7S as an isolated structure. The level of theory is ωB97M-V/def2-TZVPD.

Cartesian coordinates (Å):
Ir (-0.3224, -0.4690, 0.4203)
C (-2.2459, 1.1976, 1.9268)
C (-2.0799, 2.2696, 0.8612)
O (-1.4072, 1.6061, -0.2100)
C (-0.9199, 2.2887, -1.3636)
C (-0.2642, 1.1825, -2.1791)
O (0.5985, 0.3282, -1.3383)
C (1.9545, 0.9091, -1.1593)
C (1.9824, 2.0310, -0.1191)
O (1.1994, 1.5123, 0.9480)
C (0.8302, 2.1934, 2.1291)
C (0.0411, 1.1478, 2.9169)
O (-0.9898, 0.4019, 2.1061)
H (-2.9968, 0.4644, 1.6572)
H (-2.4978, 1.6119, 2.9020)
H (-1.5204, 3.1416, 1.1913)
H (-3.0745, 2.6052, 0.5506)
H (-0.2489, 3.0958, -1.0803)
H (-1.7430, 2.7234, -1.9396)
H (0.3499, 1.5871, -2.9828)
H (-0.9838, 0.4977, -2.6192)
H (2.2837, 1.2524, -2.1393)
H (2.5635, 0.0666, -0.8621)
H (1.5936, 2.9819, -0.4799)
H (3.0206, 2.1984, 0.1855)
H (0.2768, 3.1057, 1.9150)
H (1.7013, 2.4662, 2.7349)
H (-0.5062, 1.5838, 3.7516)
H (0.6824, 0.3590, 3.2971)
O (-6.1498, -5.0795, 1.5827)
N (-5.9755, -4.0214, 1.0488)
O (-6.8144, -3.2740, 0.6003)
C (-4.5409, -3.5775, 0.9165)
C (-3.6169, -4.3862, 1.4811)
C (-2.2403, -4.0329, 1.4478)
C (-1.2145, -4.9180, 1.8426)
C (0.1053, -4.5413, 1.6370)
C (0.3980, -3.2795, 1.1637)
N (-0.5679, -2.3683, 0.8757)
C (-1.8782, -2.7858, 0.9380)
C (-2.8314, -1.9662, 0.3143)
N (-2.3240, -0.8455, -0.2899)
C (-3.1440, -0.1901, -1.1115)
C (-4.4747, -0.5513, -1.3074)
C (-5.0202, -1.6083, -0.6220)
C (-4.1755, -2.3765, 0.2214)
H (-3.9490, -5.3113, 1.9374)
H (-1.4627, -5.8931, 2.2479)
H (0.9226, -5.2207, 1.8380)
H (1.4136, -2.9721, 0.9894)
H (-2.7557, 0.6590, -1.6429)
H (-5.0722, 0.0232, -2.0029)
H (-6.0593, -1.8757, -0.7425)
O (1.6679, -0.9745, 1.0051)
S (2.8191, -0.4395, 1.9721)
C (4.3479, -0.8481, 1.0579)
C (5.1988, -1.6578, 2.0328)
C (4.2403, -2.6056, 2.7484)
C (3.0737, -1.7423, 3.2237)
H (4.8084, 0.0755, 0.7098)
H (4.0133, -1.4526, 0.2115)
H (5.6985, -0.9986, 2.7448)
H (5.9742, -2.1855, 1.4781)
H (4.7125, -3.0906, 3.6015)
H (3.8941, -3.3894, 2.0705)
H (3.3131, -1.1982, 4.1408)
H (2.1191, -2.2485, 3.3699)

Values from the calculation:
<S²>: 0.765
Kohn-Sham gap (spin up / spin down) in eV: 6.043 / 4.844
Total charge: +4
2S+1: 2

So, what does the Löwdin scheme give us? The charges, in e, come out as: 1.807, -0.038, -0.090, -0.300, -0.099, -0.062, -0.245, -0.059, -0.104, -0.321, -0.122, -0.036, -0.258, 0.128, 0.164, 0.137, 0.170, 0.135, 0.169, 0.164, 0.135, 0.164, 0.104, 0.138, 0.158, 0.136, 0.164, 0.163, 0.112, 0.175, -0.313, 0.131, -0.001, 0.126, -0.076, 0.138, 0.050, -0.024, -0.040, -0.119, -0.134, 0.000, -0.040, 0.058, 0.114, -0.006, 0.162, 0.166, 0.149, 0.112, 0.113, 0.151, 0.139, -0.667, 1.129, -0.258, -0.184, -0.189, -0.269, 0.111, 0.113, 0.139, 0.148, 0.144, 0.123, 0.118, 0.097

***

Entry 2:
This record from OMol25 describes an isolated molecule of C24H31N3O2. The level of theory is ωB97M-V/def2-TZVPD.

Cartesian coordinates (Å):
C (-1.4849, -4.2131, 0.2798)
C (-0.6999, -3.0369, 0.8533)
O (-0.2712, -2.1322, -0.1398)
C (-1.1655, -1.2753, -0.7219)
C (-2.4718, -1.0894, -0.2866)
C (-3.3052, -0.1913, -0.9286)
C (-2.8522, 0.5216, -2.0202)
C (-1.5572, 0.3255, -2.4665)
C (-0.6944, -0.5541, -1.8310)
C (0.7094, -0.7669, -2.3549)
N (1.7515, 0.1262, -1.8551)
C (1.5478, 1.5329, -2.1808)
H (0.9126, 1.6071, -3.0630)
C (0.9333, 2.3170, -1.0250)
N (1.8844, 2.3656, 0.0746)
C (2.7523, 1.1989, 0.1029)
H (3.6411, 1.4268, -0.4955)
C (2.0826, -0.0706, -0.4387)
C (2.9767, -1.3079, -0.2467)
H (3.2441, -1.3784, 0.8095)
H (2.4048, -2.2000, -0.5053)
C (4.2602, -1.2924, -1.0812)
O (4.0188, -1.3579, -2.4616)
H (3.2978, -0.7273, -2.6372)
H (4.8518, -0.3960, -0.8393)
H (4.8678, -2.1691, -0.8340)
H (1.1685, -0.2333, 0.1527)
H (3.0800, 1.0250, 1.1285)
C (1.2775, 2.7199, 1.3478)
C (0.3329, 1.7139, 1.9407)
C (0.6607, 0.6405, 2.7179)
N (-0.4668, -0.0437, 3.0864)
C (-1.5581, 0.5910, 2.5675)
C (-2.9117, 0.3096, 2.6990)
C (-3.8019, 1.1518, 2.0698)
C (-3.3591, 2.2438, 1.3186)
C (-2.0195, 2.5283, 1.1862)
C (-1.0933, 1.7011, 1.8213)
H (-1.6903, 3.3789, 0.6080)
H (-4.0898, 2.8773, 0.8377)
H (-4.8627, 0.9684, 2.1585)
H (-3.2522, -0.5337, 3.2837)
H (-0.4864, -0.8487, 3.6887)
H (1.6266, 0.3075, 3.0482)
H (2.0960, 2.9060, 2.0505)
H (0.7445, 3.6621, 1.1918)
H (0.7182, 3.3455, -1.3369)
H (-0.0168, 1.8411, -0.7357)
H (2.5173, 1.9780, -2.4315)
H (0.6974, -0.6545, -3.4439)
H (1.0181, -1.7874, -2.1226)
H (-1.2124, 0.8606, -3.3396)
H (-3.5031, 1.2148, -2.5303)
H (-4.3158, -0.0628, -0.5726)
H (-2.8590, -1.6382, 0.5567)
H (0.2295, -3.3966, 1.3059)
H (-1.2819, -2.5198, 1.6264)
H (-0.8811, -4.7322, -0.4603)
H (-1.7429, -4.9070, 1.0753)
H (-2.3974, -3.8700, -0.2017)

Values from the calculation:
Kohn-Sham gap in eV: 8.296
SMILES string: CCOc1ccccc1CN1CCN(Cc2c[nH]c3ccccc23)C[C@@H]1CCO
Total charge: 0

So, what does the Löwdin scheme give us? The charges, in e, come out as: -0.055, -0.247, -0.074, -0.209, -0.023, -0.086, -0.082, -0.047, -0.128, -0.112, -0.135, -0.140, 0.113, -0.160, -0.151, -0.129, 0.120, -0.285, -0.121, 0.116, 0.105, -0.268, -0.075, 0.057, 0.107, 0.115, 0.128, 0.122, -0.137, -0.158, -0.052, 0.090, -0.222, -0.040, -0.112, -0.105, -0.024, -0.129, 0.110, 0.102, 0.102, 0.110, 0.154, 0.124, 0.124, 0.122, 0.125, 0.105, 0.126, 0.133, 0.122, 0.110, 0.102, 0.105, 0.103, 0.125, 0.101, 0.082, 0.077, 0.070

***

Entry 3:
This record from OMol25 describes an isolated molecule of C24H31N3O5S. The level of theory is ωB97M-V/def2-TZVPD.

Cartesian coordinates (Å):
C (-3.0295, 3.8904, 1.1191)
H (-3.3741, 4.3795, 2.0293)
O (-2.9998, 2.5159, 1.4141)
C (-2.6524, 1.6449, 0.4181)
C (-2.2376, 2.0128, -0.8552)
C (-1.8818, 1.0438, -1.7771)
C (-1.9472, -0.3051, -1.4531)
C (-2.3868, -0.6757, -0.1842)
C (-2.7284, 0.2890, 0.7383)
H (-3.0632, 0.0142, 1.7259)
H (-2.4609, -1.7222, 0.0615)
N (-1.5687, -1.2802, -2.3781)
S (-0.9587, -2.7705, -1.9252)
O (-0.3099, -3.2741, -3.1034)
O (-2.0282, -3.5459, -1.3707)
C (0.2178, -2.3901, -0.6214)
C (0.7494, -1.1184, -0.6488)
C (1.4156, -0.6032, 0.4553)
C (1.5541, -1.4162, 1.5799)
C (1.0887, -2.7117, 1.5766)
C (0.4140, -3.2513, 0.4669)
N (-0.0528, -4.5389, 0.4507)
C (-0.2442, -5.2854, 1.6744)
H (-0.5105, -4.6070, 2.4851)
C (-1.4016, -6.2688, 1.4523)
O (-1.1398, -7.1402, 0.3824)
C (-0.9646, -6.4075, -0.8129)
C (0.1925, -5.4176, -0.6780)
H (0.2977, -4.8457, -1.5962)
H (1.1233, -5.9800, -0.4946)
H (-0.7540, -7.1386, -1.5940)
H (-1.8767, -5.8490, -1.0569)
H (-1.5457, -6.8958, 2.3346)
H (-2.3171, -5.6933, 1.2509)
H (0.6620, -5.8492, 1.9462)
H (1.2569, -3.3248, 2.4474)
H (2.0507, -1.0333, 2.4607)
N (1.8965, 0.7089, 0.5001)
C (1.7730, 1.6891, -0.4411)
O (1.3057, 1.5209, -1.5464)
C (2.2351, 3.0526, 0.0529)
C (0.9901, 3.7948, 0.5592)
C (1.3507, 5.2043, 1.0175)
C (1.9972, 5.9848, -0.1226)
C (3.2386, 5.2556, -0.6270)
C (2.8860, 3.8437, -1.0824)
H (2.1889, 3.8819, -1.9208)
H (3.7842, 3.3230, -1.4208)
H (3.6831, 5.8076, -1.4569)
H (3.9797, 5.2054, 0.1749)
H (2.2656, 6.9868, 0.2179)
H (1.2818, 6.0885, -0.9412)
H (0.4523, 5.7205, 1.3628)
H (2.0457, 5.1472, 1.8588)
H (0.2700, 3.8457, -0.2602)
H (0.5295, 3.2351, 1.3778)
H (2.9499, 2.9408, 0.8754)
H (2.3078, 0.9702, 1.3855)
H (0.6278, -0.5008, -1.5200)
H (-1.1503, -0.9334, -3.2273)
H (-1.5381, 1.3438, -2.7554)
H (-2.1770, 3.0496, -1.1456)
H (-2.0357, 4.2704, 0.8604)
H (-3.7265, 4.1122, 0.3045)

Values from the calculation:
Kohn-Sham gap in eV: 8.160
SMILES string: COc1ccc(NS(=O)(=O)c2cc(NC(=O)C3CCCCC3)ccc2N2CCOCC2)cc1
Total charge: 0

So, what does the Löwdin scheme give us? The charges, in e, come out as: -0.088, 0.094, -0.089, -0.279, -0.022, -0.022, -0.318, -0.019, 0.015, 0.120, 0.104, -0.057, 0.679, -0.288, -0.271, -0.183, 0.000, -0.203, -0.006, 0.000, -0.209, -0.104, -0.137, 0.124, -0.190, -0.127, -0.177, -0.124, 0.093, 0.138, 0.131, 0.112, 0.126, 0.132, 0.134, 0.106, 0.114, 0.144, -0.432, 0.082, -0.245, -0.162, -0.197, -0.206, -0.199, -0.157, 0.122, 0.123, 0.110, 0.114, 0.108, 0.116, 0.106, 0.116, 0.115, 0.121, 0.146, 0.143, 0.103, 0.123, 0.119, 0.105, 0.076, 0.098

***

Largest force on an atom readings, ordered: 0.52; 0.60; 1.00 eV/A